Record 1
Here is C25H26N5O4PTi as an isolated structure from the OMol25 dataset. Energies are from ωB97M-V with the def2-TZVPD basis set.

As for the charge: +2. The energy above the lowest of the compared OMol25 structures with the same formula, charge and spin comes out at 0.000 eV. The value obtained for the molar mass is 539.36 Da. As for the gap between HOMO and LUMO: 6.01 eV. As for the LUMO energy: -7.99 eV. The spin multiplicity is 1.

```
62
Properties=species:S:1:pos:R:3:forces:R:3
Ti 1.0755 -0.4403 -0.7980 0.511 0.271 -0.562
C 1.9592 -1.8187 -2.3882 0.443 -1.032 -0.164
C 2.9416 -0.8034 -2.2859 -0.522 0.274 -0.489
C 2.3275 0.4051 -2.7507 0.536 -0.579 1.223
C 0.9822 0.1027 -3.0291 -0.384 2.264 -0.943
C 0.7846 -1.2472 -2.9058 -0.684 -1.621 0.435
H 2.1038 -2.8817 -2.1905 -0.011 0.425 0.033
H 3.9794 -0.9510 -2.0024 -0.327 0.171 0.046
H 2.8417 1.3597 -2.7231 -0.377 -0.074 -0.168
H 0.1818 0.7987 -3.3009 0.621 -0.125 -0.082
H -0.1425 -1.7451 -3.1258 -0.051 -0.248 -0.036
O 0.7311 3.3869 0.6600 -0.926 -1.901 1.095
C 0.4904 2.0859 0.4494 0.383 3.472 1.059
O 0.5625 1.6125 -0.6656 0.031 -0.530 -0.777
C 0.2007 1.2623 1.6404 0.493 -1.911 -0.856
C -0.1070 1.5905 2.9578 0.903 -1.783 -1.640
C -0.0954 0.5359 3.8685 0.067 0.268 0.465
C 0.1115 -0.7823 3.4753 -0.624 -0.343 1.140
C 0.2445 -0.9837 2.1187 1.027 -1.053 -0.750
N 0.3876 -0.0314 1.2194 -0.816 2.303 1.353
C 0.4911 -2.2511 1.4013 0.009 -3.228 0.074
O 0.2927 -3.4504 1.9615 0.417 1.358 -0.826
O 0.8564 -2.2913 0.2104 -0.407 0.947 0.923
H 1.0025 3.8297 -0.1418 0.147 0.340 -0.787
H -0.2117 2.6069 3.1591 -0.327 1.452 0.878
H -0.1948 0.7629 4.9132 -0.158 0.026 0.317
H 0.1208 -1.6102 4.2549 0.006 1.176 -1.253
H 0.1156 -3.4645 2.9079 -0.156 0.217 0.268
C -4.2547 -0.9700 -2.3474 -0.699 -1.359 -1.249
N -3.9417 -1.7450 -1.1580 1.177 -1.160 -0.340
C -4.4905 -1.1285 0.0081 -0.202 0.597 0.544
N -4.0501 0.2875 0.1830 -1.155 -1.154 1.112
C -4.4872 1.0162 -0.9520 0.813 0.376 -1.931
N -3.9371 0.3975 -2.2159 -0.538 2.027 0.517
C -2.5650 0.6320 -2.2492 2.934 0.382 -0.433
P -1.6214 -0.3030 -0.9141 -0.441 -1.667 -0.188
C -2.4669 -2.0044 -1.0879 -0.324 0.626 -0.224
C -2.6729 0.3285 0.5153 1.544 2.805 -2.503
H -5.3001 -1.0830 -2.6987 0.304 -0.044 0.783
H -3.6664 -1.3868 -3.1771 -0.098 0.093 0.110
H -4.2176 -1.7020 0.8856 0.064 -0.080 0.263
H -5.5811 -1.1091 -0.0589 0.097 -0.085 -0.076
H -4.0950 2.0625 -0.9244 -0.670 -0.689 0.038
H -5.5617 0.9587 -1.1039 -0.141 0.272 0.598
H -2.3070 1.6841 -2.0473 -0.265 -0.105 -0.245
H -2.0454 0.3681 -3.1980 -0.704 0.094 0.267
H -2.1579 -2.5985 -0.2247 -0.484 0.010 0.246
H -2.1176 -2.6218 -1.9492 -0.386 0.764 0.326
H -2.2572 1.4070 0.5755 -1.062 -1.278 0.345
H -2.4657 -0.1790 1.3960 0.316 -0.936 1.830
N 6.6715 2.3446 3.3965 0.982 0.771 1.206
C 5.8886 1.9433 2.6787 -0.384 -0.791 -1.378
C 4.9987 1.3276 1.7405 -0.717 0.235 -0.152
C 4.6693 -0.0109 1.9094 -0.742 -0.268 -0.576
C 3.5986 -0.5196 1.1321 0.788 1.510 0.162
C 2.8692 0.2204 0.2143 0.472 0.809 0.706
C 3.2876 1.5571 0.0702 -0.157 0.103 -0.715
C 4.3368 2.1205 0.7633 0.100 -2.038 1.388
H 5.2011 -0.6520 2.6312 -0.394 0.470 -0.400
H 3.2968 -1.4897 1.2767 -0.323 -2.493 0.495
H 2.7402 2.1467 -0.6517 0.410 0.372 -0.067
H 4.6685 3.1130 0.6921 0.063 1.292 -0.437
```
Positions in Å, forces in eV/Å.


Record 2
Here is one molecule with the formula C25H26N6O4S from the OMol25 dataset. Energies are from ωB97M-V with the def2-TZVPD basis set.

As for the charge: 0. The structure (SMILES) is [H]/N=C1/C(=C\c2cc(C)n(-c3ccc(OC)cc3)c2C)C(=O)N=C2SC(CC(=O)N3CCOCC3)=NN21. The energy above the lowest of the compared OMol25 structures with the same formula, charge and spin comes out at 0.146 eV. The value obtained for the molar mass is 506.59 Da. As for the gap between HOMO and LUMO: 7.46 eV. As for the LUMO energy: -0.18 eV. The spin multiplicity is 1.

```
62
Properties=species:S:1:pos:R:3:forces:R:3
C -1.0162 3.6402 -9.6780 -0.207 -0.034 -0.135
H -1.8882 4.1193 -9.2219 0.033 -0.030 -0.008
O 0.1392 3.8146 -8.8925 0.259 0.022 0.215
C 0.1561 3.3078 -7.6338 0.086 -0.039 0.182
C -0.8928 2.6151 -7.0365 -0.054 0.153 -0.339
C -0.7606 2.1393 -5.7439 0.322 -0.026 0.212
C 0.4100 2.3479 -5.0287 -0.210 0.167 -0.537
C 1.4584 3.0456 -5.6223 -0.184 -0.047 0.056
C 1.3328 3.5175 -6.9094 -0.124 0.004 -0.210
H 2.1343 4.0609 -7.3834 0.104 0.069 -0.050
H 2.3644 3.2244 -5.0642 0.094 0.011 0.069
N 0.5367 1.8509 -3.7142 -0.091 0.004 0.344
C -0.2271 2.2035 -2.6563 -0.120 0.057 0.518
C 0.1925 1.4521 -1.5447 0.164 0.008 -0.550
C -0.4243 1.5925 -0.2844 -0.074 -0.065 0.345
C -0.2840 1.0159 0.9524 -0.436 0.512 -0.274
C 0.6545 -0.0196 1.3366 0.483 -0.430 -0.040
N 1.5213 -0.5467 0.5855 0.265 -0.132 -0.303
H 2.0830 -1.2622 1.0373 -0.159 0.049 0.263
N 0.5358 -0.4309 2.6935 -0.474 0.353 0.176
C -0.3876 0.1199 3.5293 -0.175 0.222 -0.063
N -1.2224 1.0313 3.2441 -0.425 0.106 0.754
C -1.2412 1.5588 1.9599 -0.057 0.131 -0.182
O -2.0332 2.4400 1.6969 -0.025 0.024 -0.001
S -0.2395 -0.6369 5.1082 0.348 -0.142 -0.402
C 1.0800 -1.6212 4.4345 -0.583 0.650 0.146
N 1.3298 -1.3801 3.2109 0.838 -0.688 -0.139
C 1.7891 -2.6502 5.2262 0.009 -0.470 -0.013
H 2.0925 -2.2626 6.1968 0.070 0.049 -0.034
H 2.6693 -2.9564 4.6580 -0.102 0.021 0.109
C 0.9099 -3.9073 5.3605 0.442 0.234 -0.036
O 0.9618 -4.7714 4.5108 0.128 -0.087 -0.319
N 0.1101 -4.0073 6.4414 -0.317 -0.194 0.282
C -0.1032 -3.0586 7.5122 -0.347 0.178 0.160
H 0.4148 -2.1199 7.3304 0.072 -0.037 0.065
C -1.6076 -2.7719 7.6457 0.269 0.185 0.042
O -2.3448 -3.9523 7.8409 -0.069 0.004 0.177
C -2.1575 -4.8415 6.7634 0.250 -0.279 -0.144
H -2.7566 -5.7254 6.9850 0.040 0.030 -0.081
C -0.6815 -5.2143 6.6185 -0.395 -0.164 -0.127
H -0.5228 -5.8569 5.7525 -0.019 0.046 0.141
H -0.3450 -5.7267 7.5269 -0.023 -0.008 -0.049
H -2.5146 -4.3825 5.8293 0.018 -0.054 0.054
H -1.7947 -2.1423 8.5165 0.046 0.032 -0.067
H -1.9575 -2.2527 6.7411 0.015 -0.050 0.094
H 0.2598 -3.4996 8.4495 0.016 0.142 -0.036
H -1.2184 2.3360 -0.2788 0.036 -0.057 0.106
C 1.2584 0.6208 -2.0077 0.167 0.045 -0.470
C 1.4512 0.8836 -3.3258 0.270 -0.439 0.245
C 2.4057 0.2760 -4.2908 -0.019 0.104 0.007
H 1.9136 0.0584 -5.2383 0.052 -0.078 -0.077
H 2.7956 -0.6474 -3.8722 0.026 -0.051 -0.002
H 3.2466 0.9398 -4.4932 0.084 -0.020 -0.091
H 1.7880 -0.0789 -1.3984 0.098 -0.086 -0.057
C -1.2835 3.2446 -2.7463 -0.066 0.011 0.011
H -2.2754 2.7911 -2.7620 -0.076 0.052 -0.039
H -1.1610 3.8370 -3.6508 -0.051 0.061 0.034
H -1.2377 3.9068 -1.8842 -0.030 0.046 0.010
H -1.5728 1.5941 -5.2870 -0.064 -0.066 0.058
H -1.8150 2.4360 -7.5658 -0.068 0.002 -0.077
H -1.2295 2.5804 -9.8491 0.003 0.041 0.020
H -0.7992 4.1212 -10.6302 -0.064 -0.050 0.055
```
Positions in Å, forces in eV/Å.


Record 3
Here is C25H26N8NbS4 as an isolated structure from the OMol25 dataset. Energies are from ωB97M-V with the def2-TZVPD basis set.

As for the charge: +3. The energy above the lowest of the compared OMol25 structures with the same formula, charge and spin comes out at 3.526 eV. The value obtained for the molar mass is 659.71 Da. As for the gap between HOMO and LUMO (spin up / spin down): 3.33 / 3.33 eV. As for the LUMO energy (spin up / spin down): -11.87 / -11.87 eV. The spin multiplicity is 1.

```
64
Properties=species:S:1:pos:R:3:forces:R:3
Nb 0.3001 -0.1842 2.1388 -1.891 -2.649 2.014
C -4.7402 -2.8357 -1.6094 2.166 -1.161 0.621
C -4.0063 -2.5420 -0.2330 -0.979 -1.918 0.706
N -3.5084 -1.2052 -0.0995 0.445 0.422 -0.873
C -2.3951 -0.7807 0.4782 -1.396 -1.418 0.223
S -1.5897 -1.8918 1.6027 1.418 2.206 0.016
N -2.0763 0.4615 0.2605 1.088 1.062 0.093
N -0.9784 0.8973 0.9287 -0.870 2.142 -1.918
C -0.5884 2.1410 0.5350 -0.068 -0.526 0.273
C -1.2423 2.9271 -0.5304 -1.693 -1.488 0.677
C 0.6038 2.6547 1.1867 2.659 -0.859 0.941
C 1.4354 3.8015 0.8609 -2.483 -1.900 0.453
C 2.4217 4.1249 1.7373 1.390 -1.093 1.373
C 2.6747 3.3030 2.8656 1.219 2.377 -0.190
C 1.9886 2.1736 3.0837 -0.425 -1.159 0.627
N 1.0609 1.7364 2.2098 -1.319 2.763 -1.732
H -5.2876 -3.7694 -1.4905 -0.182 0.082 0.276
H -5.4550 -2.0840 -1.9125 0.135 0.368 -0.139
H -3.9647 -3.1294 -2.3776 -0.905 0.976 0.501
H -4.7623 -2.6674 0.5958 0.787 -0.262 -0.742
H -3.1291 -3.2414 -0.0471 -1.270 0.522 -0.328
H -3.9975 -0.5766 -0.7157 0.188 0.702 0.044
H -2.2475 2.4777 -0.7435 0.831 0.677 0.327
H -1.3154 3.9769 -0.2850 0.235 0.265 -0.205
H -0.6739 2.6884 -1.4073 0.569 0.372 -1.007
H 1.3064 4.4728 0.0322 -0.697 -0.159 -0.391
H 3.0587 4.9645 1.5243 0.093 0.316 0.143
H 3.4249 3.5772 3.6172 -0.301 0.086 -0.472
H 2.1643 1.6532 4.0313 -0.152 -0.409 -0.620
C 3.0818 -0.8818 7.3293 -0.616 0.618 1.419
S 1.3069 -0.7449 7.1204 -1.393 0.272 -2.086
C 1.1135 -0.7773 5.2859 0.229 0.575 1.731
S -0.3882 -0.0922 4.5640 1.153 -0.851 -1.156
N 2.0991 -1.1986 4.5691 -0.362 -1.622 -1.736
N 1.7456 -1.3629 3.1811 2.596 -0.339 -0.578
C 2.5477 -2.0960 2.3698 -0.723 1.327 2.253
C 2.5101 -1.8386 0.9706 -0.458 0.235 -3.947
C 3.4359 -2.3909 0.0431 -1.139 0.490 1.705
C 3.2656 -2.1840 -1.3013 -0.332 1.619 -1.909
C 2.2324 -1.2989 -1.7949 1.434 -1.838 -0.085
C 1.3123 -0.8416 -0.9091 0.894 -0.085 2.997
N 1.5130 -1.0494 0.4312 -0.306 -0.319 2.208
H 3.4349 -1.3846 6.4720 0.896 -1.294 -0.245
H 3.2719 -1.2192 8.3943 -0.116 -0.215 -1.594
H 3.4284 0.1243 7.2605 0.491 0.783 0.088
H 3.2821 -2.8546 2.6788 -0.279 0.578 0.586
H 4.2779 -2.8817 0.4647 0.590 -0.797 -0.072
H 3.9982 -2.5820 -2.0289 -0.541 0.190 0.568
H 2.1326 -1.0011 -2.8309 0.051 -0.188 -0.152
H 0.4532 -0.2502 -1.0692 -0.667 0.582 -0.952
S -0.5505 2.8761 -4.7624 -0.032 -0.562 0.560
C 0.7687 2.0407 -4.0005 -0.603 -2.076 -0.697
N 0.6667 0.7130 -3.8848 -1.519 1.778 0.104
C -0.6373 0.3239 -4.3521 0.947 0.608 1.008
C -1.1443 -1.0009 -4.3093 1.529 -0.023 1.100
C -2.2628 -1.3298 -5.0006 -1.059 0.817 -1.841
C -2.9042 -0.2693 -5.7745 -0.428 -0.994 1.142
C -2.5544 1.0383 -5.5832 -0.727 0.741 -0.102
C -1.4361 1.3723 -4.8244 1.415 -0.651 -0.579
H 1.6739 2.5876 -3.7996 0.193 -0.005 0.185
H -0.5759 -1.7114 -3.6691 -0.450 0.253 -0.834
H -2.6243 -2.3648 -5.0926 0.166 0.632 0.207
H -3.7899 -0.4334 -6.3975 0.462 -0.365 0.283
H -3.1662 1.8402 -5.9871 0.112 -0.212 -0.269
```
Positions in Å, forces in eV/Å.


These records have max |F| values of 4.064, 1.093, 3.981 eV/Å, in the order they appear.